12
Properties=species:S:1:pos:R:3 method="wB97M-V/def2-TZVPD" e_lumo_ev=1.03 smiles="C=C[C@H]1CP1Cl" total_charge=0
C 1.96199 1.15714 0.18051
C 0.98684 0.35676 0.52111
C -0.42832 0.18545 -0.23083
C -0.90049 -1.32474 -0.19903
P -2.01103 -0.16220 0.70778
Cl -3.46554 0.49646 -0.49395
H 3.01557 1.00611 0.66971
H 1.80253 1.96834 -0.51992
H 1.04163 -0.58728 1.15923
H -0.64498 0.65489 -1.08028
H -1.11581 -1.78765 -1.18988
H -0.24240 -1.96330 0.47554

***

14
Properties=species:S:1:pos:R:3 method="wB97M-V/def2-TZVPD" e_lumo_ev="-6.09 / -5.91" spin_multiplicity=4 total_charge=+1
O 0.02731 -2.37002 1.01662
C -1.07978 -1.63112 1.19942
C -0.90722 -0.28931 1.59211
Co 2.61831 1.35118 -0.64445
Li 0.37402 1.73480 -2.84669
H 0.05400 -0.02826 2.07041
H -1.76885 0.23645 2.01391
C 0.18900 -0.04996 -1.15286
C -0.63283 0.74882 -0.33312
O 1.53886 -0.22017 -0.69480
H -0.21613 -0.99299 -1.52863
H -1.67609 0.86253 -0.65261
H -0.20230 1.65108 0.11364
H 1.68169 -1.00304 -0.15295

***

13
Properties=species:S:1:pos:R:3 method="wB97M-V/def2-TZVPD" e_lumo_ev="-5.03 / -6.35" spin_multiplicity=6 total_charge=+1
O 3.00971 0.45581 -0.55522
C 2.65292 -0.49604 0.20427
H 3.96482 0.65525 -0.55683
H 3.50076 -0.94929 0.74982
C -0.49754 1.13264 -0.11824
C -1.73381 0.68478 -0.21770
C -2.20661 -0.68741 0.19413
O -1.15595 -1.55766 0.38878
Cr 0.58369 -1.01417 0.36740
H -2.49602 1.36844 -0.62691
H 0.09863 2.02420 -0.30624
H -2.87339 -1.05078 -0.61423
H -2.84720 -0.56577 1.09099

***

18
Properties=species:S:1:pos:R:3 method="wB97M-V/def2-TZVPD" e_lumo_ev="1.04 / 1.29" spin_multiplicity=6 total_charge=-1
O 5.40245 -8.12289 4.27688
C 5.53065 -6.87830 4.43813
O 6.19246 -6.41259 5.40692
O 4.90701 -6.08317 3.58306
O 4.88095 -2.69707 2.48370
C 4.34865 -3.98796 2.58847
C 5.04270 -4.66992 3.75236
Cr 6.60102 -8.31165 5.89872
H 4.52200 -4.57506 1.66873
H 3.26061 -3.96293 2.77120
H 4.58734 -4.36536 4.70365
H 6.10714 -4.40019 3.76785
C 2.84703 -0.58082 4.07414
O 1.80722 -1.23242 4.26851
O 3.78235 -0.54878 5.08611
H 3.31462 -0.37333 5.91043
O 3.15371 0.12916 3.07826
H 4.18336 -2.01920 2.19167

***

13
Properties=species:S:1:pos:R:3 method="wB97M-V/def2-TZVPD" e_lumo_ev=-3.70 total_charge=+1
O -0.74064 -0.92734 0.13883
C 0.36973 -1.51893 0.13520
O 1.39854 -0.56430 -0.13916
C -0.95093 0.53532 0.02996
C -2.43601 0.75795 0.07629
H -0.41995 0.99543 0.86955
H -0.49518 0.85764 -0.91230
H -2.85776 0.37201 1.01266
H -2.62968 1.83666 0.02209
H -2.92923 0.26927 -0.77316
Cs 6.48611 0.51547 -0.93737
C 2.60116 -1.03079 0.08262
H 2.60386 -2.09842 0.39479

***

13
Properties=species:S:1:pos:R:3 method="wB97M-V/def2-TZVPD" e_lumo_ev=1.03 total_charge=0
C -0.16049 2.55428 -0.63351
C -0.63066 1.38280 -0.94565
C -0.02806 -2.21301 0.79701
C 0.18527 -0.07062 0.02403
O -0.58085 -1.14004 0.05043
F 1.39970 -0.21620 -0.59038
F 0.58543 0.41252 1.25666
H -0.37716 3.24537 -1.37035
H 0.33281 2.60671 0.33777
H -1.04145 0.87896 -1.79954
H 0.74891 -1.92047 1.59321
H 0.39391 -2.80170 0.08006
H -0.82735 -2.71860 1.20027

***

13
Properties=species:S:1:pos:R:3 method="wB97M-V/def2-TZVPD" e_lumo_ev=1.03 smiles="C=CC(F)(F)OC" total_charge=0
C 2.52124 -0.02395 0.14197
C 1.33628 0.46636 0.01127
C 0.14454 -0.41923 -0.05809
F 0.26295 -1.44132 -0.91772
F -0.25917 -0.88354 1.13584
O -1.05854 0.46624 -0.61324
C -2.34151 0.18330 -0.10320
H 3.45982 0.50183 0.09033
H 2.67790 -1.09957 0.03819
H 1.12411 1.51956 0.06494
H -3.05260 -0.25213 -0.79066
H -2.67955 1.28750 0.10960
H -2.13548 -0.30504 0.89078

***

15
Properties=species:S:1:pos:R:3 method="wB97M-V/def2-TZVPD" e_lumo_ev=-4.33 smiles=FC1(F)CCC[N+]1(F)F total_charge=+1
F 1.69831 1.04995 -0.80727
C 0.90919 1.00654 0.26078
F 1.43642 1.49348 1.31973
C -0.61080 1.12546 0.15847
C -0.90007 0.05587 -0.91280
C -0.24743 -1.22211 -0.29838
N 0.79805 -0.74483 0.61900
F 1.68645 -1.73240 0.60819
F 0.27330 -0.84579 1.91658
H -0.81954 2.19276 -0.20617
H -1.09471 1.03361 1.04921
H -1.94806 -0.01139 -0.96357
H -0.56704 0.27115 -1.87405
H -1.00079 -1.95109 0.09999
H 0.38671 -1.72120 -0.96971

***

The records above give, respectively, max |F| values of 6.02 8.11 1.00 2.38 1.40 6.41 4.79 6.18 eV/Å.
The records above give, respectively, energy relative to the best compared isomer or geometry (same formula, charge and spin) values of 0.649 5.106 0.781 0.000 6.310 2.786 1.856 2.453 eV.